1.
The following is a quantum chemistry calculation of a molecular structure, C22H21IrN4O, from OMol25.

Cartesian coordinates (Å):
H 16.12 5.63 6.69
C 9.16 14.29 4.93
C 16.65 7.38 3.85
N 9.93 10.80 4.02
C 15.34 7.57 6.27
C 10.33 11.35 7.64
H 11.43 8.44 4.07
H 6.20 7.65 5.55
C 7.58 10.23 3.92
C 7.00 8.17 4.99
N 12.96 9.60 6.19
H 10.46 7.22 3.04
C 13.83 9.42 5.17
H 8.31 15.01 5.03
C 16.88 6.43 4.83
H 10.85 10.84 8.43
C 6.63 9.35 4.38
H 6.14 11.51 3.05
C 15.69 8.40 4.06
C 10.89 11.05 6.31
Ir 11.88 10.61 3.80
C 7.10 11.63 3.57
C 10.28 14.63 4.13
N 11.24 12.46 4.48
C 16.16 6.47 6.00
H 10.56 7.06 4.82
H 8.58 6.72 5.24
H 17.16 7.29 2.89
N 11.96 10.39 5.77
C 15.01 8.54 5.27
H 12.22 13.94 3.52
H 8.28 12.73 6.09
H 14.87 7.63 7.28
H 15.48 9.08 3.25
H 10.40 12.43 7.87
H 10.38 15.64 3.80
C 8.28 7.69 4.84
C 10.09 11.88 5.10
C 10.51 7.78 4.02
H 7.78 12.19 2.98
H 17.56 5.58 4.62
H 5.55 9.50 4.26
C 8.94 9.85 4.02
C 9.21 8.46 4.20
H 9.28 11.09 7.64
O 13.69 9.94 3.98
H 6.85 12.18 4.47
C 9.13 13.01 5.46
C 11.31 13.67 4.03

Calculated total energy, eV: -33986.3137
Charge: +1
Frontier orbital gap (alpha / beta), eV: 6.837 / 5.946
Expectation value of S²: 8.820
Multiplicity: 6
Highest occupied orbital energy (alpha / beta), eV: -10.33 / -11.37


2.
The following is a quantum chemistry calculation of C22H21N5O5S in the gas phase, from OMol25.

Cartesian coordinates (Å):
S 1.02 -3.83 -4.24
C 2.37 0.44 -4.49
H -2.63 4.50 9.56
C -0.21 -1.23 -0.75
C -1.37 2.19 3.93
C 2.12 -0.76 -5.21
H -2.19 0.99 6.18
H 2.62 2.03 -5.86
C 0.46 -2.43 -0.52
C -0.38 -0.49 1.62
O 0.26 -3.55 -5.41
H -0.19 2.32 1.08
C 2.08 1.82 -4.94
H 2.39 2.53 -4.17
O 1.29 -5.19 -3.88
N -0.99 2.88 2.86
H 1.30 -4.18 -1.43
N -0.62 1.99 1.93
O 3.04 -1.16 -3.22
C 2.58 -1.73 -4.35
C -0.59 -0.89 -2.06
N 2.91 0.19 -3.32
H 1.02 1.94 -5.13
H -1.11 0.04 -2.24
N -0.50 -0.32 0.26
H 2.32 -0.78 -7.32
C -1.97 4.23 5.23
C -2.84 4.03 7.49
H -1.29 4.53 3.48
C -3.34 4.66 8.75
H -3.03 2.03 8.22
H 0.78 -0.15 -6.73
C 0.40 -2.89 -2.86
C -0.28 -1.72 -3.11
H 3.22 -3.55 -3.81
H 1.10 -1.89 -6.68
C 0.77 -3.25 -1.58
C -2.26 2.06 6.23
C -1.21 0.80 3.68
C -2.45 4.80 6.41
O -0.03 -1.52 2.15
H -3.49 5.73 8.62
C 1.54 -0.91 -6.57
O -1.62 5.06 4.23
C -0.73 0.71 2.39
N 2.56 -3.11 -4.44
H -4.29 4.21 9.04
H -0.94 0.53 -0.06
C -1.87 2.83 5.13
H -2.51 5.88 6.44
H 0.74 -2.70 0.49
C -2.73 2.65 7.39
H -1.43 -0.02 4.32
H -0.57 -1.48 -4.12

Calculated total energy, eV: -51677.4159
Frontier orbital gap, eV: 8.161
SMILES string: Cc1ccc(-c2cc(C(=O)Nc3ccc(S(=O)(=O)Nc4onc(C)c4C)cc3)[nH]n2)c(O)c1
Highest occupied orbital energy, eV: -8.29


3.
The following is a quantum chemistry calculation of a gas-phase ion, C22H21NO5P (charge -1), from OMol25.

Cartesian coordinates (Å):
C 0.53 -3.05 1.12
O -2.31 -1.58 2.69
H -1.12 2.02 -4.10
C -0.61 -3.15 1.93
C 0.70 -1.63 0.72
H 2.17 -4.03 0.17
O 1.61 -0.08 -1.81
H 1.59 -6.28 1.15
C -1.34 -1.83 1.96
C -0.41 2.69 -3.64
C -2.66 2.52 4.06
H -3.55 3.74 2.57
H -1.79 -4.50 3.17
C -0.99 0.94 3.21
H -3.20 2.93 4.92
C -2.16 2.33 1.68
C -0.84 0.48 0.74
C 1.00 -5.39 1.40
C -0.93 -4.36 2.53
C -2.84 2.94 2.76
H 4.23 -0.38 -1.86
N -0.62 3.87 -0.46
H 4.28 -0.97 -3.59
C 0.38 3.42 -4.66
H 3.31 -1.88 -2.32
H 0.97 1.17 0.63
P 0.21 0.69 -1.83
C 0.12 1.35 -0.06
H -0.93 3.29 -2.89
O -1.03 -0.05 -2.14
H -1.48 0.69 -0.23
O 1.81 -1.13 0.42
C 3.67 -0.89 -2.67
H 1.89 -0.36 -3.84
H 1.04 4.11 -4.15
H 0.95 2.76 -5.33
C -1.70 1.52 4.27
C -0.13 -5.47 2.27
H -2.37 2.75 0.69
C -0.58 -0.95 0.99
H -0.36 -6.45 2.67
H -0.23 4.01 -5.35
C 1.32 -4.15 0.85
O 0.51 1.91 -2.80
C 2.47 -0.01 -2.98
H 2.72 1.07 -3.10
H -1.50 1.13 5.26
H -0.16 0.22 3.38
C -0.30 2.75 -0.28
C -1.35 1.24 1.88

Calculated total energy, eV: -44172.5947
Charge: -1
Frontier orbital gap, eV: 6.478
SMILES string: CCOP(=O)(OCC)[C@@H](C#N)[C@@H](C1=C([O-])c2ccccc2C1=O)c1ccccc1
Highest occupied orbital energy, eV: -3.73


4.
The following is a quantum chemistry calculation of a molecular structure, C22H22BCl3N8OPd, from OMol25.

Cartesian coordinates (Å):
C -3.18 -0.27 -1.70
B 0.00 1.65 -1.27
C 0.00 3.67 -4.45
H 4.10 -0.57 -2.18
H -4.06 -2.24 0.06
H 0.00 4.52 -5.10
C -2.62 -0.78 -0.52
N -1.28 0.77 -1.24
Cl 0.00 -1.10 3.90
H 0.00 2.45 -6.93
H -2.33 1.33 -2.99
N 0.00 1.96 1.20
C 0.00 4.18 1.54
C 0.00 -3.50 5.15
Cl 0.00 -5.71 6.74
H 0.88 1.05 -6.31
N 0.00 2.38 -2.64
N 0.00 1.54 -3.72
O 0.00 -2.95 1.53
C -3.09 -1.87 0.38
C 0.00 -5.61 4.01
H 0.00 3.43 4.20
N 1.49 -0.14 -0.25
H 0.00 4.51 -2.42
C 0.00 1.68 -6.16
C 3.09 -1.88 0.38
H -0.88 1.94 3.84
H -3.17 -1.52 1.41
H 0.88 1.94 3.84
H 0.00 -2.92 6.06
C 0.00 2.53 3.58
Cl 0.00 -5.90 1.34
Pd 0.00 -0.48 1.44
N 0.00 2.59 0.00
C 2.30 0.70 -2.12
C 2.62 -0.78 -0.52
C 0.00 -4.96 2.80
C 0.00 -2.86 3.92
H -0.88 1.05 -6.31
H -4.10 -0.57 -2.18
C -2.30 0.70 -2.12
H 0.00 4.64 -0.61
C 0.00 -4.88 5.19
N 1.28 0.77 -1.24
H 3.17 -1.52 1.41
C 0.00 3.67 -3.08
H -2.37 -2.70 0.39
H 2.37 -2.70 0.39
H 4.06 -2.24 0.06
H 0.00 -6.69 4.04
H 2.33 1.34 -2.99
C 0.00 2.30 -4.80
N -1.49 -0.14 -0.25
C 0.00 3.93 0.19
C 0.00 2.90 2.13
C 3.18 -0.27 -1.70
H 0.00 5.14 2.04
C 0.00 -3.53 2.65

Calculated total energy, eV: -78867.5292
Charge: -1
Frontier orbital gap (alpha / beta), eV: 7.008 / 6.599
Expectation value of S²: 0.752
Multiplicity: 2
Highest occupied orbital energy (alpha / beta), eV: -4.32 / -3.91